This record from the OMol25 dataset describes C30H71AlBrN3O13PS as an isolated structure at a distorted geometry. The level of theory is wB97M-V/def2-TZVPD.

Highest occupied orbital energy ... -3.93 eV
E_tot ... -5883.8374 Eh
Net charge ... -1
F_max ... 10.77 eV/Å
Kohn-Sham gap ... 6.12 eV

Last column: Mulliken charge in e.
Positions of all 121 atoms, in Å:
N (2.960, 0.171, 2.461)  -0.58
C (4.145, 1.049, 2.122)  -0.75
C (3.939, 2.021, 0.817)  0.64
C (2.831, 3.199, 1.198)  -0.54
C (1.931, 3.625, -0.122)  -0.04
C (0.405, 4.061, 0.396)  -0.52
Al (-0.944, 2.518, 0.397)  0.02
Br (-2.089, 2.627, -1.776)  -0.55
N (-2.321, 2.632, 1.734)  -0.24
C (-1.796, 2.006, 2.863)  0.18
S (-1.486, 1.699, 4.538)  -0.28
P (-0.021, 0.393, 0.522)  0.22
N (0.953, 0.042, -0.955)  -0.39
O (-1.349, -0.783, 0.499)  -0.48
H (2.738, -0.521, 1.712)  0.26
H (2.125, 0.713, 2.775)  0.29
H (4.436, 1.740, 3.032)  0.27
H (5.053, 0.325, 1.892)  0.30
H (3.705, 1.464, -0.186)  -0.69
H (4.970, 2.605, 0.674)  0.31
H (2.122, 2.770, 2.031)  0.20
H (3.396, 4.179, 1.541)  0.16
H (1.869, 2.762, -0.921)  0.17
H (2.473, 4.569, -0.588)  -0.01
H (0.088, 4.953, -0.327)  0.22
H (0.535, 4.450, 1.505)  0.27
H (1.949, 0.197, -0.668)  0.08
H (0.856, -0.989, -1.168)  0.24
H (-1.044, -1.629, 0.954)  0.24
C (3.249, -1.423, -6.472)  -0.79
O (4.067, -0.635, -5.624)  -0.25
C (3.335, -0.070, -4.536)  -0.66
C (4.264, 0.214, -3.353)  -0.08
O (4.585, -0.960, -2.595)  -0.40
C (5.491, -1.880, -3.220)  -0.39
C (6.931, -1.365, -3.272)  -0.61
O (7.088, -0.432, -4.342)  -0.25
C (8.173, 0.457, -4.127)  -0.78
H (2.466, -0.811, -6.926)  0.32
H (3.877, -1.846, -7.261)  0.23
H (2.804, -2.252, -5.910)  0.34
H (2.536, -0.749, -4.214)  0.37
H (2.893, 0.867, -4.890)  0.41
H (3.731, 0.872, -2.657)  0.17
H (5.167, 0.746, -3.657)  0.13
H (5.127, -2.185, -4.203)  0.18
H (5.477, -2.776, -2.588)  0.39
H (7.614, -2.200, -3.462)  0.42
H (7.186, -0.899, -2.313)  0.35
H (8.021, 1.028, -3.204)  0.33
H (8.209, 1.162, -4.962)  0.23
H (9.115, -0.092, -4.081)  0.32
C (-3.299, -4.944, 5.211)  -0.84
O (-3.274, -5.457, 3.889)  -0.22
C (-3.272, -4.421, 2.905)  -0.59
C (-2.633, -4.915, 1.605)  -0.47
O (-1.200, -4.941, 1.656)  -0.43
C (-0.621, -5.980, 2.459)  -0.37
C (-0.750, -7.368, 1.829)  -0.61
O (-2.063, -7.891, 2.040)  -0.23
C (-2.417, -8.866, 1.072)  -0.79
H (-4.212, -4.369, 5.382)  0.30
H (-3.269, -5.786, 5.907)  0.23
H (-2.417, -4.319, 5.393)  0.36
H (-2.722, -3.544, 3.268)  0.47
H (-4.315, -4.142, 2.720)  0.36
H (-2.883, -4.199, 0.814)  0.50
H (-3.034, -5.881, 1.291)  0.11
H (-1.010, -5.952, 3.479)  0.14
H (0.446, -5.737, 2.521)  0.40
H (-0.042, -8.055, 2.305)  0.41
H (-0.528, -7.304, 0.758)  0.36
H (-2.387, -8.432, 0.066)  0.34
H (-3.441, -9.192, 1.273)  0.21
H (-1.749, -9.726, 1.133)  0.33
C (-6.973, -6.954, 1.635)  -0.55
O (-8.208, -6.268, 1.510)  -0.30
C (-8.662, -5.739, 2.757)  -0.52
C (-9.581, -4.536, 2.527)  -0.36
O (-8.865, -3.332, 2.218)  -0.48
C (-8.282, -3.270, 0.908)  -0.24
C (-9.319, -3.090, -0.203)  -0.63
O (-9.946, -4.338, -0.506)  -0.24
C (-11.227, -4.168, -1.092)  -0.79
H (-7.077, -7.813, 2.302)  0.38
H (-6.673, -7.305, 0.644)  0.26
H (-6.197, -6.276, 2.007)  0.09
H (-7.813, -5.433, 3.379)  0.29
H (-9.217, -6.533, 3.267)  0.41
H (-10.105, -4.329, 3.467)  0.40
H (-10.349, -4.741, 1.779)  0.14
H (-7.628, -4.125, 0.728)  0.11
H (-7.642, -2.381, 0.918)  0.39
H (-8.823, -2.742, -1.116)  0.42
H (-10.063, -2.350, 0.110)  0.34
H (-11.887, -3.618, -0.412)  0.34
H (-11.659, -5.159, -1.260)  0.23
H (-11.146, -3.646, -2.046)  0.32
C (2.902, 8.933, -3.344)  -0.78
O (3.015, 9.240, -1.965)  -0.28
C (2.424, 8.239, -1.136)  -0.46
C (3.070, 8.240, 0.252)  -0.51
O (4.345, 7.585, 0.280)  -0.40
C (5.427, 8.296, -0.339)  -0.40
C (5.890, 9.509, 0.470)  -0.60
O (5.005, 10.612, 0.265)  -0.26
C (5.040, 11.538, 1.339)  -0.78
H (1.852, 8.882, -3.642)  0.33
H (3.398, 9.723, -3.914)  0.24
H (3.406, 7.985, -3.565)  0.33
H (2.540, 7.246, -1.588)  0.31
H (1.358, 8.473, -1.046)  0.39
H (2.429, 7.656, 0.922)  0.49
H (3.133, 9.244, 0.676)  0.17
H (5.187, 8.556, -1.372)  0.17
H (6.258, 7.581, -0.379)  0.40
H (6.885, 9.819, 0.131)  0.41
H (5.935, 9.243, 1.532)  0.36
H (4.751, 11.047, 2.275)  0.33
H (4.315, 12.330, 1.132)  0.23
H (6.034, 11.978, 1.433)  0.32

Forces on atoms 1 to 2 (eV/Å):
N 0.9 0.9 -0.1
C 0.4 -0.3 -0.9